Entry 1:
Computed, not measured: a 2-piece molecular cluster, C5H10O2 overall, with ωB97M-V with the def2-TZVPD basis set.

Atoms and positions in Å:
O 2.2334 0.0051 0.9763
C 1.5394 -0.6244 -0.0747
C 0.0816 -0.6978 0.2623
C -0.3965 1.5804 0.2798
C -1.7111 1.3542 0.0395
O -2.0070 -0.7803 -0.8861
C -0.8275 -1.2326 -0.7496
H 3.1447 0.1379 0.6897
H 1.5925 -0.0467 -1.0107
H 1.9200 -1.6347 -0.2822
H -0.2353 -0.6627 1.3009
H 0.0423 1.5025 1.2700
H 0.1333 2.2766 -0.3670
H -2.2434 1.9631 -0.6853
H -2.3250 0.7497 0.6889
H -0.3089 -1.6944 -1.6239
H -0.6137 -2.1640 0.0738

The highest occupied orbital energy comes out at -0.31948 Ha. The relative energy (zero: lowest compared OMol25 entry of this formula, charge and spin) comes out at 144.1 kcal per mole. For the LUMO energy, the calculation gives 0.18 eV. For the molar mass, the calculation gives 102.13 g/mol. The value obtained for the calculated total energy is -346.7958 Ha.

natural (NBO) atomic charge list, values in e, 8 entries:
1 O -0.709
2 C -0.137
3 C -0.049
4 C -0.506
5 C -0.222
6 O -0.674
7 C 0.015
8 H 0.477

---

Entry 2:
Computed, not measured: C11H35N3O7P2Si2 as an isolated structure at a distorted geometry, with ωB97M-V with the def2-TZVPD basis set.

Atoms and positions in Å:
N 0.2955 -5.2664 3.9490
C -1.1072 -5.0463 3.9180
O -1.7774 -5.3326 4.8556
C -1.7792 -4.4294 2.7055
C -0.9459 -3.2236 2.1841
Si -1.8216 -1.5577 2.3527
O -2.6223 -1.3744 3.8139
Si -4.3094 -1.4963 3.7747
P -0.1465 -0.0791 2.2548
P 1.4639 -0.8438 3.5026
O 2.3398 -1.6792 2.7248
O 2.2430 0.4285 4.1077
O 0.8937 -1.6554 4.7914
H 0.4664 -5.9281 4.6981
H 0.7404 -4.3901 4.2179
H -2.7682 -4.1341 3.0456
H -1.9423 -5.1729 1.9274
H -0.0517 -3.1275 2.8033
H -0.5677 -3.3669 1.1725
H -2.6863 -1.3286 1.1848
H -4.8066 -0.9822 5.0614
H -4.6461 -2.9297 3.6504
H -4.9250 -0.7222 2.6871
H -0.5352 1.1590 2.8148
H 1.6709 0.7837 4.8089
H -0.0757 -1.6705 4.8071
C 3.0671 0.5842 -2.2615
C 2.3359 -0.0003 -1.0542
C 2.0920 -1.5133 -1.1487
O 1.0440 -1.8903 -2.0271
C 1.3906 -1.9139 -3.3995
N 1.0819 0.7349 -0.8537
H 2.4109 0.7093 -3.1221
H 3.4642 1.5713 -2.0177
H 3.9076 -0.0474 -2.5567
H 2.9722 0.1663 -0.1798
H 1.7834 -1.8634 -0.1598
H 3.0162 -2.0504 -1.3978
H 2.4236 -2.2392 -3.5526
H 1.2316 -0.9340 -3.8556
H 0.7262 -2.6208 -3.8977
H 0.6577 0.4090 0.0140
H 0.4309 0.4286 -1.5744
C -1.6579 3.5394 -3.8671
C -0.7724 3.4593 -2.6254
C -0.2788 4.8290 -2.1302
O 0.7645 5.3996 -2.8980
C 0.3501 6.0445 -4.0872
N 0.3392 2.5445 -2.8897
H -1.0807 3.6976 -4.7772
H -2.2054 2.6051 -3.9969
H -2.3913 4.3447 -3.7797
H -1.3802 3.0290 -1.8221
H 0.1406 4.6896 -1.1304
H -1.1110 5.5392 -2.0274
H -0.6197 6.5362 -3.9675
H 0.3136 5.3379 -4.9194
H 1.0957 6.8017 -4.3310
H 0.8650 2.4050 -2.0219
H 0.9936 3.0331 -3.4984

The highest occupied orbital energy comes out at -0.32538 Ha. For the LUMO energy, the calculation gives 0.20 eV. For the molar mass, the calculation gives 439.53 g/mol. The value obtained for the calculated total energy is -2392.8728 Ha.

natural (NBO) atomic charge list, values in e, 8 entries:
1 N -0.873
2 C 0.693
3 O -0.562
4 C -0.500
5 C -0.898
6 Si 1.409
7 O -1.238
8 Si 1.193

---

Entry 3:
Computed, not measured: C23H18N6OS5Tc as an isolated structure, with ωB97M-V with the def2-TZVPD basis set.

Atoms and positions in Å:
Tc 0.3993 -0.3302 0.2924
C 1.4499 3.6504 1.7843
C 0.8851 2.4194 1.1513
N 1.3711 1.2235 1.2066
N 2.5226 0.9514 1.9196
C 2.9239 -0.3390 2.0403
N 4.0037 -0.5480 2.7784
S 2.1378 -1.6634 1.2834
C -0.3871 2.4852 0.3961
C -1.1109 3.6553 0.2689
C -2.3339 3.6292 -0.3854
C -2.7960 2.4323 -0.9013
C -2.0133 1.3000 -0.7634
N -0.8361 1.3130 -0.1280
H 2.3924 3.4976 2.3029
H 0.7422 4.0517 2.5124
H 1.6204 4.4180 1.0275
H 2.9769 1.6948 2.4262
H 4.5132 0.1866 3.2426
H 4.3339 -1.4935 2.8924
H -0.7354 4.5778 0.6886
H -2.9159 4.5352 -0.4887
H -3.7457 2.3688 -1.4137
H -2.3214 0.3467 -1.1722
O -4.1747 -1.2356 6.8886
C -3.3933 -1.1936 6.0064
S -2.8689 0.3506 5.2193
C -1.7995 -0.3997 4.1198
C -1.6739 -1.8026 4.1687
S -0.5425 -2.4434 3.0994
S -2.5964 -2.6657 5.3198
S -0.8340 0.3662 2.9711
C 2.6578 0.8273 -3.2383
C 2.1706 0.7462 -1.9325
N 1.2336 -0.1221 -1.5760
C 0.7343 -0.9647 -2.5283
C 1.1616 -0.9425 -3.8531
C 2.1526 -0.0095 -4.1997
C 0.5764 -1.8701 -4.7878
C -0.3650 -2.7486 -4.3938
C -0.8180 -2.7874 -3.0266
C -1.7928 -3.6815 -2.5524
C -2.1485 -3.6406 -1.2295
C -1.5377 -2.7142 -0.3779
N -0.6212 -1.8516 -0.7976
C -0.2678 -1.8943 -2.1115
H 3.4258 1.5512 -3.4710
H 2.5506 1.3956 -1.1559
H 2.5099 0.0430 -5.2208
H 0.9142 -1.8498 -5.8161
H -0.7947 -3.4465 -5.1011
H -2.2489 -4.3943 -3.2287
H -2.8910 -4.3156 -0.8276
H -1.7954 -2.6689 0.6722

The highest occupied orbital energy (alpha / beta) comes out at -0.47541 / -0.47820 Ha. The relative energy (zero: lowest compared OMol25 entry of this formula, charge and spin) comes out at 31.3 kcal per mole. Its net charge is +2. For the LUMO energy (alpha / beta), the calculation gives -6.25 / -7.47 eV. For the molar mass, the calculation gives 652.77 g/mol. Its multiplicity is 4. The value obtained for the calculated total energy is -3362.3257 Ha.

Mulliken atomic charge list, values in e, 8 entries:
1 Tc 0.089
2 C -1.775
3 C 0.394
4 N 1.083
5 N -0.894
6 C 0.646
7 N -0.392
8 S -0.371